(1)
43
Properties=species:S:1:pos:R:3:forces:R:3:lowdin_charge:R:1 method="wB97M-V/def2-TZVPD" energy_ha=-3067.49050 s_squared=6.036 charge=-2 fmax_ev_per_a=2.5 homo_ha="0.000 / -0.042" spin_multiplicity=5
C 0.2746 -1.9522 -0.5056 -0.468 0.081 -1.833 -0.435
C 1.1942 -1.5372 -1.5579 -1.535 0.014 -0.074 -0.280
C 0.4855 -0.7373 -2.4911 -0.442 -0.904 0.881 -0.309
C 2.6017 -1.9344 -1.6749 1.106 0.571 0.129 -0.108
C -0.8698 -0.6680 -2.1064 0.814 -1.027 0.650 -0.287
C -1.0367 -1.4131 -0.8645 0.880 -0.184 -1.110 -0.412
C -2.3216 -2.0103 -0.4284 -0.356 -0.065 0.144 -0.082
C 0.4998 -3.1045 0.3963 0.058 -0.124 0.117 -0.097
C 1.0835 -0.0815 -3.6730 0.118 0.262 -0.042 -0.072
C -1.9528 -0.0249 -2.8720 -0.303 0.291 -0.316 -0.079
Ru 0.0754 -0.0352 0.4073 -0.966 0.911 1.334 0.700
Cl 3.6216 1.0438 -0.8175 0.678 0.735 -0.319 -0.244
Cl 1.9959 -0.2885 1.5759 1.321 -0.534 1.445 -0.124
Cl 1.1022 1.6960 -0.6938 1.078 0.645 -0.851 0.049
H 2.9143 -2.5304 -0.8114 -0.019 -0.124 -0.261 0.065
H 3.2550 -1.0289 -1.6573 -0.427 -0.749 -0.148 -0.040
H 2.7791 -2.4684 -2.6215 0.054 -0.114 0.204 0.074
H 2.0865 0.2856 -3.4418 -0.021 0.059 -0.051 0.057
H 0.4641 0.7590 -3.9910 0.093 0.077 -0.072 0.064
H 1.1501 -0.7846 -4.5049 0.101 -0.059 -0.257 0.069
H -1.6982 1.0079 -3.1325 -0.122 0.065 0.087 0.071
H -2.9020 -0.0295 -2.3267 0.153 0.102 -0.068 0.061
H -2.1067 -0.5528 -3.8236 -0.110 0.022 -0.003 0.075
H -3.1517 -1.3074 -0.5606 0.039 -0.074 0.166 0.062
H -2.2676 -2.3038 0.6238 -0.122 0.076 -0.118 0.060
H -2.5411 -2.8988 -1.0407 -0.059 -0.001 0.110 0.077
H 1.4929 -3.0471 0.8382 0.004 -0.051 0.138 0.042
H 0.4200 -4.0283 -0.1808 -0.017 -0.299 0.043 0.074
H -0.2382 -3.1048 1.1957 0.048 -0.043 0.123 0.061
O -0.8984 -0.6934 1.9745 -0.288 -0.186 0.374 -0.484
H -1.7430 -0.2073 2.0554 0.591 -0.428 -0.391 -0.066
F -0.3963 4.7144 5.1253 0.004 0.078 0.210 0.080
C -0.7808 4.0640 4.0141 -0.016 -0.044 -0.420 -0.157
C -1.6653 2.9953 4.0969 -0.042 -0.232 -0.423 -0.149
F -2.1521 2.6251 5.2983 -0.006 0.147 -0.038 0.081
C -2.0162 2.2941 2.9458 0.388 0.273 -0.217 -0.215
F -2.9560 1.3108 3.0375 0.735 0.589 0.125 0.045
C -1.4184 2.6007 1.7013 -0.196 0.423 0.546 -0.543
S -1.6081 1.6279 0.3010 -2.269 0.530 -0.770 0.586
C -0.6571 3.7888 1.6288 -0.116 -0.269 -0.138 -0.236
F -0.2842 4.2662 0.4134 -0.048 -0.219 1.146 0.029
C -0.2970 4.4787 2.7738 -0.017 -0.061 -0.279 -0.143
F 0.5341 5.5418 2.6859 -0.294 -0.158 0.227 0.082

***

(2)
88
Properties=species:S:1:pos:R:3:forces:R:3:lowdin_charge:R:1 method="wB97M-V/def2-TZVPD" energy_ha=-5030.78866 s_squared=8.775 fmax_ev_per_a=0.9 homo_ha="-0.260 / -0.266" spin_multiplicity=6
Fe 0.7297 -0.8457 0.4022 0.072 0.384 0.671 0.465
N -0.1428 -3.3855 -1.9568 -0.056 -0.221 -0.087 0.095
C 0.1410 -3.1955 -0.6463 0.118 -0.261 -0.116 -0.939
S -1.1187 -3.0055 0.5021 -0.177 0.275 -0.261 0.628
N 1.4218 -3.0999 -0.3310 0.184 -0.297 0.530 -0.001
N 1.5201 -2.6466 0.9845 0.346 0.118 -0.867 -0.195
C 2.4930 -2.9121 1.7538 -0.370 0.226 0.286 -0.102
C 2.6491 -2.0834 2.9454 0.081 -0.198 -0.321 -0.164
C 3.5826 -2.4673 3.9074 0.079 0.032 0.129 -0.056
C 3.8300 -1.7015 5.0294 -0.057 -0.063 -0.103 -0.104
C 3.1275 -0.5088 5.1811 0.001 0.072 0.027 -0.089
C 2.2078 -0.0997 4.2379 0.037 -0.051 0.030 -0.013
C 1.9331 -0.8680 3.0954 -0.305 0.077 0.029 -0.334
O 1.0217 -0.4054 2.2498 0.253 0.093 -0.067 -0.257
H -1.0644 -3.6969 -2.2015 -0.009 0.041 -0.006 0.087
H 0.6216 -3.5824 -2.5818 0.016 -0.032 0.008 0.095
H 3.2046 -3.7050 1.5205 -0.032 -0.028 0.036 0.134
H 4.1185 -3.3976 3.7552 0.024 -0.017 0.006 0.108
H 4.5521 -2.0180 5.7681 0.023 -0.010 0.018 0.094
H 3.3081 0.1159 6.0469 0.004 0.010 0.024 0.100
H 1.6717 0.8328 4.3503 0.000 0.026 0.023 0.105
C 2.4233 4.2030 -1.3556 0.050 -0.016 -0.008 -0.031
N 2.4106 2.9721 -2.1180 -0.053 -0.062 0.048 -0.118
C 2.9701 2.7710 -3.3634 0.006 -0.049 -0.042 -0.041
C 2.6967 1.4950 -3.7046 0.066 0.036 -0.047 -0.047
N 1.9713 0.9163 -2.6853 -0.010 -0.030 0.115 0.009
B 1.5727 -0.5792 -2.6422 0.001 -0.063 -0.138 -0.519
N 2.8323 -1.4442 -2.4267 0.123 0.164 -0.042 -0.009
C 3.3529 -2.3522 -3.3198 0.054 -0.165 0.091 -0.068
C 4.4648 -2.8917 -2.7722 -0.112 -0.015 -0.157 -0.047
N 4.6218 -2.3003 -1.5357 0.067 -0.042 0.065 -0.114
C 5.6854 -2.5826 -0.5961 -0.007 0.014 -0.004 -0.029
C 3.6240 -1.4128 -1.3372 -0.226 0.220 0.143 -0.685
S 3.3998 -0.4125 0.0264 -0.008 -0.099 -0.243 0.750
C 1.8030 1.8308 -1.7177 -0.245 0.084 0.144 -0.703
S 0.8954 1.7248 -0.2730 0.170 -0.061 0.021 0.612
H 3.2352 4.8287 -1.7204 -0.030 0.007 -0.001 0.091
H 2.5856 3.9636 -0.3066 -0.002 0.033 -0.001 0.077
H 1.4735 4.7291 -1.4563 0.008 0.004 0.016 0.093
H 3.4997 3.5485 -3.8806 0.034 0.029 -0.029 0.118
H 2.9562 0.9399 -4.5863 0.030 -0.017 -0.052 0.123
H 1.0877 -0.9124 -3.7002 -0.024 0.052 0.070 0.091
H 0.7644 -0.7170 -1.7334 -0.039 -0.105 0.012 0.028
H 2.8763 -2.5448 -4.2629 0.000 0.000 -0.061 0.116
H 5.1507 -3.6304 -3.1425 0.024 -0.035 -0.011 0.117
H 5.8425 -3.6581 -0.5431 0.017 -0.018 0.006 0.093
H 5.3853 -2.2019 0.3776 0.010 0.004 0.003 0.056
H 6.6089 -2.0915 -0.9021 0.020 0.002 0.018 0.095
C -4.5061 -2.2227 -0.2776 -0.092 0.115 -0.080 -0.235
Si -4.0820 -0.9068 0.9860 0.180 -0.097 -0.080 0.293
C -5.6174 0.1602 1.0897 -0.066 0.057 0.157 -0.214
C -3.7624 -1.6321 2.6785 -0.053 0.046 0.076 -0.227
Sb -1.9101 0.3210 0.3018 -0.104 0.104 0.191 0.899
Si -2.5646 1.1333 -2.0264 0.039 -0.054 0.066 0.306
C -1.6686 2.6820 -2.5635 0.042 -0.006 -0.029 -0.213
C -2.1928 -0.2589 -3.2107 -0.066 0.020 -0.059 -0.209
C -4.4040 1.4816 -2.0365 -0.046 0.054 -0.065 -0.226
Si -2.0291 2.3813 1.8724 -0.064 -0.227 -0.074 0.323
C -3.8238 2.8882 2.0918 0.008 0.109 -0.007 -0.226
C -1.0890 3.9083 1.3509 -0.045 0.015 -0.019 -0.243
C -1.3511 1.7378 3.4833 0.011 -0.009 0.082 -0.216
H -5.5236 -2.5724 -0.0841 -0.024 -0.035 0.007 0.034
H -3.8246 -3.0636 -0.2460 0.111 -0.117 0.030 -0.023
H -4.4869 -1.8157 -1.2914 -0.019 0.017 -0.008 0.011
H -6.3853 -0.5154 1.4794 -0.107 0.036 -0.006 0.038
H -5.9523 0.5164 0.1177 -0.006 -0.001 -0.042 0.014
H -5.5517 1.0129 1.7635 -0.011 -0.150 -0.054 -0.003
H -4.5506 -2.3424 2.9374 -0.035 -0.023 0.026 0.035
H -3.7659 -0.8404 3.4314 -0.010 0.011 0.020 0.021
H -2.8055 -2.1452 2.7469 0.088 -0.061 -0.054 0.003
H -0.6525 2.4567 -2.8852 0.041 -0.024 -0.020 0.013
H -1.6062 3.4309 -1.7766 -0.038 0.037 0.046 0.009
H -2.2161 3.1065 -3.4091 0.023 0.047 -0.043 0.035
H -1.1469 -0.5573 -3.1650 0.067 0.003 -0.004 -0.009
H -2.4161 0.0695 -4.2293 0.003 -0.040 -0.057 0.039
H -2.8001 -1.1387 -2.9946 -0.040 -0.031 0.023 0.022
H -4.7014 2.1862 -1.2597 0.011 0.038 0.031 0.021
H -4.9890 0.5716 -1.9090 -0.013 -0.053 0.002 0.012
H -4.6718 1.9177 -3.0021 -0.039 0.009 -0.042 0.035
H -4.3979 2.8620 1.1656 0.023 0.028 -0.025 0.014
H -3.8479 3.9128 2.4680 -0.021 0.058 0.051 0.032
H -4.3291 2.2559 2.8207 0.017 -0.013 0.035 0.021
H -1.3475 4.2466 0.3486 -0.041 0.021 -0.042 0.012
H -0.0129 3.7691 1.3894 0.074 -0.023 0.033 -0.010
H -1.3757 4.6893 2.0612 0.037 0.068 -0.001 0.034
H -2.0209 0.9951 3.9208 -0.033 -0.010 0.016 0.026
H -1.2299 2.5546 4.1991 0.004 0.005 0.049 0.039
H -0.3887 1.2493 3.3283 0.044 0.029 -0.032 -0.003

***

(3)
49
Properties=species:S:1:pos:R:3:forces:R:3:lowdin_charge:R:1 method="wB97M-V/def2-TZVPD" energy_ha=-1144.30438 smiles="CNC(=O)[C@@H](CCCCN)NC(=O)[C@@H](CCC(=O)O)NC(C)=O" fmax_ev_per_a=5.9 homo_ha=-0.336 spin_multiplicity=1
C -1.8663 5.2248 1.1039 1.165 0.775 0.015 -0.062
N -1.3477 3.9067 1.5520 -0.418 -0.055 -0.847 0.022
C -1.1649 2.8377 0.7102 -0.036 0.160 -2.657 -0.378
O -1.4018 2.8584 -0.5397 0.374 0.117 3.784 0.009
C -0.5514 1.5504 1.3820 -0.983 -0.034 -2.178 -0.184
C -1.6515 0.8095 2.1158 1.135 -1.218 2.583 -0.126
C -1.3539 -0.6069 2.7164 2.812 -0.186 -0.357 -0.149
C -0.1990 -0.6663 3.8134 0.550 0.684 -2.570 -0.189
C 0.2078 -2.1140 4.1288 1.435 1.846 -3.378 -0.337
N 1.1579 -2.1561 5.1771 0.189 -1.037 1.215 -0.009
N -0.0361 0.7281 0.2459 0.797 0.309 1.260 0.151
C 0.9864 -0.1610 0.2936 -0.094 1.045 3.266 -0.443
O 1.7173 -0.2245 1.2990 -0.294 -0.160 -1.333 0.037
C 1.0912 -1.1266 -0.8375 -2.075 0.637 -1.388 -0.249
C 2.3673 -0.8925 -1.6060 0.650 -1.568 -1.941 -0.150
C 2.5682 0.5278 -2.0480 1.072 1.491 0.996 -0.097
C 3.6978 0.6558 -3.0687 1.250 -3.210 -1.315 -0.486
O 4.2536 -0.2671 -3.7088 -1.830 1.722 1.949 0.057
O 4.1702 1.8729 -3.2295 -1.590 1.353 1.396 0.138
N 0.8317 -2.4631 -0.3669 4.760 -0.780 0.940 0.114
C -0.3171 -2.9758 0.0475 1.596 -2.657 -0.255 -0.649
C -0.2460 -4.3393 0.6963 0.814 -0.241 0.169 0.010
O -1.3264 -2.5008 -0.2772 -5.290 2.524 -0.862 0.105
H -2.7121 5.6000 1.6984 0.347 -0.432 0.021 0.079
H -1.0401 5.9960 1.1327 -0.767 -0.805 0.298 0.095
H -2.1665 5.2498 0.0549 -0.013 -0.757 0.177 0.077
H -1.0205 3.8227 2.5129 -0.242 0.044 -0.544 0.139
H 0.1477 1.9326 2.0937 1.233 -0.421 0.069 0.135
H -1.8011 1.3554 3.0325 -0.564 0.822 0.301 0.107
H -2.5457 0.7905 1.5794 -1.448 -0.045 -1.067 0.102
H -2.1366 -1.0468 3.2772 -1.667 -0.116 -0.165 0.092
H -1.0483 -1.3094 1.9077 -0.439 0.428 0.483 0.087
H -0.5413 -0.2887 4.7597 -0.074 0.780 0.334 0.095
H 0.6583 -0.0664 3.3418 -0.840 -0.900 1.273 0.108
H 0.5826 -2.5901 3.1391 -0.735 0.398 1.394 0.120
H -0.6363 -2.5751 4.4961 -2.098 -1.423 0.347 0.085
H 2.0981 -2.0484 4.8275 0.157 -0.245 0.231 0.072
H 0.9904 -3.0731 5.6151 1.092 0.697 0.016 0.081
H -0.6095 0.7391 -0.5619 -0.647 0.233 -0.622 0.121
H 0.2094 -0.8827 -1.4966 0.886 -0.333 0.261 0.170
H 2.4160 -1.4529 -2.5745 -0.530 -0.115 0.879 0.138
H 3.2625 -1.2495 -1.0973 -0.101 0.121 0.460 0.134
H 2.8939 1.1456 -1.1411 -0.598 -0.414 -1.328 0.158
H 1.6771 0.9866 -2.4947 0.044 -0.045 0.224 0.142
H 5.0033 1.7290 -3.6235 1.743 0.043 -1.282 0.103
H 1.6201 -2.9351 0.1130 -0.353 0.825 -0.709 0.164
H 0.0881 -4.1679 1.7277 0.115 -0.403 -0.123 0.058
H -1.2648 -4.7570 0.7424 0.637 0.030 -0.272 0.093
H 0.5127 -4.9723 0.1338 -1.123 0.513 0.854 0.108